39
Properties=species:S:1:pos:R:3:forces:R:3 method="wB97M-V/def2-TZVPD" lumo_energy_ev=-6.9 relative_energy_kj_mol=448.94 orbital_gap_ha=0.1283 spin_multiplicity=1 max_force_ev_per_a=6.368 homo_energy_ev=-10.441 charge=+1
In -13.6638 -4.1628 -18.6036 0.1 -0.2 0.1
O -15.1636 -8.5108 -16.5804 1.6 -0.1 5.2
C -14.7996 -8.8610 -15.2241 0.0 -0.8 -5.9
C -14.0993 -7.9274 -14.1183 0.9 6.3 0.6
O -13.6097 -6.5990 -14.3909 -2.0 -4.6 -0.1
H -14.2224 -9.7822 -15.3040 0.2 -0.1 0.2
H -15.7336 -9.1627 -14.7499 -0.6 0.7 0.7
H -13.1648 -8.4034 -13.8211 0.6 -1.1 -0.8
H -14.6575 -7.8548 -13.1849 -0.5 -0.3 -0.1
C -9.4728 -8.6262 -20.4794 -0.5 1.0 0.6
C -7.9936 -8.2009 -20.2133 -0.5 1.7 0.1
C -7.2612 -8.3768 -21.5290 1.2 -0.9 1.0
C -5.8374 -7.7695 -21.5634 -1.1 1.4 -0.5
C -5.8312 -6.2641 -21.2283 -0.5 -0.5 0.4
C -6.5652 -5.9562 -19.9238 -0.5 0.5 -0.5
N -7.8782 -6.7046 -19.9108 -0.2 -0.2 -1.7
O -8.6213 -6.3552 -18.7875 -0.1 -0.2 0.4
C -5.6320 -6.3059 -18.7527 -0.6 -1.0 0.7
C -6.8771 -4.4487 -19.9574 -0.3 0.8 1.4
C -7.5028 -9.0483 -19.0715 0.6 -1.1 0.8
H -9.9642 -8.0482 -21.2620 0.4 0.3 -0.2
H -10.0681 -8.4404 -19.5854 0.0 0.0 0.2
H -9.6778 -9.6664 -20.7323 0.8 -0.2 0.0
H -6.9944 -9.4333 -21.5037 -0.7 -0.4 -0.8
H -7.9828 -8.1423 -22.3115 0.6 0.2 -0.3
H -5.5230 -7.7948 -22.6068 0.6 -0.7 0.2
H -5.2560 -8.3742 -20.8674 0.5 0.2 -0.4
H -6.2976 -5.7234 -22.0518 -0.2 0.0 0.0
H -4.8560 -5.8021 -21.0748 0.3 -0.4 -0.4
H -4.7877 -5.6826 -18.4584 -0.1 0.4 -0.7
H -6.2054 -6.3923 -17.8298 -0.2 0.1 0.2
H -5.2560 -7.3150 -18.9217 0.3 0.1 0.0
H -7.3450 -4.0456 -19.0593 -0.2 -0.7 0.6
H -5.9684 -3.8480 -19.9190 0.3 -0.2 -0.7
H -7.5790 -4.0692 -20.7000 0.4 -0.6 -0.7
H -6.5590 -8.7948 -18.5889 0.2 0.2 -0.6
H -7.4132 -10.0739 -19.4296 0.1 -0.1 0.0
H -8.1633 -9.1224 -18.2075 -0.6 0.2 -0.2
H -8.1070 -6.7620 -18.0864 -0.2 0.0 0.9

---

38
Properties=species:S:1:pos:R:3:forces:R:3 method="wB97M-V/def2-TZVPD" lumo_energy_ev=-3.1 relative_energy_kj_mol=242.55 orbital_gap_ha=0.3253 spin_multiplicity=1 max_force_ev_per_a=5.229 smiles="CC[C@H](C)/C(=C/O)C(C)(C)[C@@H](O)C(N)=[NH2+]" homo_energy_ev=-11.977 charge=+1
C -2.8250 -1.6571 -0.4002 -1.8 3.4 2.4
C -2.7550 -0.6963 0.8164 2.8 -4.1 -0.4
C -1.3611 -0.2717 1.2523 -0.4 0.2 0.8
C -1.6044 0.6066 2.4860 5.2 -0.2 0.8
C -0.6158 0.4182 0.1787 1.0 0.7 0.5
C -1.2295 1.3979 -0.5097 -1.4 -0.1 0.1
O -0.6422 2.0369 -1.5961 -1.8 1.3 0.5
C 0.9128 0.1918 0.0471 1.0 -0.2 -0.1
C 1.7767 -0.5319 1.1637 -2.2 0.9 -0.8
C 1.5827 1.5509 0.0319 -2.9 0.6 3.4
C 1.1549 -0.6783 -1.2699 -3.2 -0.1 0.4
O 0.1865 -0.3871 -2.3048 1.7 -1.6 -0.4
C 2.4427 -0.2687 -1.8965 -1.0 -0.9 -0.7
N 3.5338 -0.8532 -1.4977 -0.7 0.9 0.0
N 2.3871 0.6051 -2.8912 -0.5 -0.9 0.5
H -3.7958 -1.9228 -0.6930 -1.6 0.2 -0.5
H -2.4219 -2.5117 -0.1337 2.6 -4.3 1.0
H -2.3145 -1.1651 -1.1328 1.3 0.8 -2.5
H -3.0287 -1.1140 1.7363 -1.7 -1.1 1.0
H -3.2836 0.1173 0.6321 -2.6 3.7 -0.7
H -0.7984 -1.0478 1.7516 0.3 -1.0 -1.0
H -0.8380 1.4366 2.5090 -1.0 -0.7 0.2
H -2.5257 0.9418 2.4536 -4.5 2.4 -0.2
H -1.5605 0.0771 3.4472 0.3 -0.2 -0.3
H -2.3340 1.7710 -0.3700 2.2 -1.2 0.1
H -1.3019 2.7585 -1.7195 1.2 -0.4 -0.6
H 1.4820 -1.5223 1.2811 -0.3 -2.1 0.0
H 2.8406 -0.4557 1.0278 0.3 0.3 -0.2
H 1.4969 -0.1007 2.0897 0.1 0.7 1.1
H 2.4220 1.4862 -0.4798 4.6 0.0 -1.6
H 1.0246 2.2368 -0.5076 -0.9 1.4 -0.8
H 1.6855 1.9736 1.0934 0.2 -0.8 -1.6
H 1.0203 -1.7894 -0.8601 0.8 2.1 -1.5
H -0.6258 0.0618 -2.0820 -0.1 0.1 0.9
H 3.4928 -1.4586 -0.7018 0.6 -0.2 0.1
H 4.3234 -0.5491 -1.9978 1.8 -0.3 0.0
H 1.5235 0.5797 -3.4167 -0.3 0.4 0.4
H 3.1277 1.1754 -3.2130 1.0 0.1 -0.3

---

38
Properties=species:S:1:pos:R:3:forces:R:3 method="wB97M-V/def2-TZVPD" lumo_energy_ev=-2.5 relative_energy_kj_mol=531.18 orbital_gap_ha=0.3715 spin_multiplicity=1 max_force_ev_per_a=5.969 smiles="C=CCON[C@@H](O)[N@@H+](CC)CC(=C)CC" homo_energy_ev=-12.618 charge=+1
C -2.3633 2.0949 2.5225 1.6 0.5 1.3
C -2.1066 1.2951 1.4906 0.3 1.2 1.5
C -2.9478 1.3891 0.2978 -3.9 -0.3 0.0
O -2.5762 0.5633 -0.8167 0.8 1.6 -0.4
N -1.2481 0.9309 -1.2565 1.4 -3.9 -0.1
C -0.6784 -0.5134 -1.6982 0.1 3.4 -0.5
O 0.1815 -0.5026 -2.8111 -0.6 0.5 0.8
N 0.0560 -1.0497 -0.5260 -2.3 0.6 2.2
C -0.4382 -2.4244 -0.0925 5.8 -0.6 1.2
C 0.2690 -3.4877 -0.9667 -0.3 0.2 -2.6
C 1.4745 -1.0313 -0.6944 3.8 -0.8 2.4
C 2.0427 0.2817 -0.2159 0.6 1.4 -1.0
C 2.4622 1.2852 -1.0418 -2.1 -5.3 -0.5
C 2.0854 0.3838 1.2751 1.2 1.0 -0.1
C 1.6993 1.7633 1.7677 0.3 -0.3 1.6
H -1.7270 2.1143 3.4213 -0.1 -0.7 -0.5
H -3.0015 2.9548 2.6480 -0.8 -0.2 -0.9
H -1.2549 0.6358 1.6461 -0.3 -0.3 -0.4
H -3.2913 2.5126 0.1392 1.1 -2.2 -0.5
H -3.9674 0.8645 0.5741 1.7 1.0 -0.6
H -1.2432 1.4443 -2.1251 -0.9 0.5 -0.4
H -1.4813 -1.1628 -1.8710 -1.5 -0.7 -0.2
H -0.1776 0.0430 -3.5264 -0.1 -0.2 0.1
H -0.1852 -0.3721 0.2838 0.3 -1.1 -1.6
H 0.0433 -2.5204 0.9734 -1.4 0.2 -1.8
H -1.4464 -2.4687 -0.0670 -3.2 0.0 0.1
H -0.3589 -4.0871 -1.6279 -0.9 0.4 0.2
H 0.9954 -3.1109 -1.7668 -0.8 -0.2 1.6
H 0.7389 -4.2650 -0.4298 0.8 -0.4 1.0
H 1.9654 -1.9053 0.0157 -1.3 2.2 -2.0
H 1.6994 -1.1627 -1.7168 0.5 -0.6 -0.7
H 2.4193 1.1031 -2.1127 0.0 0.2 0.1
H 2.8879 2.1367 -0.7328 1.3 3.0 1.3
H 1.4278 -0.2957 1.7475 -1.0 -1.1 0.3
H 3.0925 0.0559 1.6211 -0.5 0.3 -0.1
H 2.4738 2.4708 1.7719 2.0 0.5 0.4
H 1.3565 1.7224 2.8291 -0.2 0.2 -1.0
H 1.1223 2.3142 1.0713 -1.9 -0.1 -0.4

---

40
Properties=species:S:1:pos:R:3:forces:R:3 method="wB97M-V/def2-TZVPD" lumo_energy_ev=0.5 relative_energy_kj_mol=921.38 orbital_gap_ha=0.3285 spin_multiplicity=1 max_force_ev_per_a=7.721 homo_energy_ev=-8.452 charge=0
C 1.0752 -1.0903 -0.9941 6.8 0.6 -1.9
C -0.3452 -1.0405 -1.1845 -4.4 0.7 2.4
C 2.0648 -0.8963 0.2019 -2.8 -3.3 6.0
C 3.4936 -0.9217 -0.0662 4.7 3.3 -1.7
C 4.4003 -0.4565 1.1431 0.6 0.1 0.4
C 3.8989 1.1989 1.3353 -1.7 -5.8 3.5
C -2.5248 -0.1341 -0.1362 1.8 -3.6 -3.2
C -2.5458 1.1898 -0.6602 -1.2 7.5 1.2
C -3.2234 -0.4975 1.1245 -1.2 -1.3 1.2
C -2.7555 -2.1381 1.3114 3.2 0.7 3.8
C -2.9626 0.4461 2.3642 3.6 -3.8 -0.1
H 1.6923 1.1712 -1.1056 -1.1 -4.1 -2.8
H 1.2669 0.0904 -2.5799 -1.3 1.4 -2.8
H 1.4659 -2.0145 -1.6934 -0.9 2.2 1.9
H 2.0762 -1.6859 1.1679 -1.0 0.8 -2.6
H 1.7701 -0.0712 0.9536 0.2 -0.6 -2.1
H 3.7021 0.2348 -0.7337 -0.2 -4.9 1.1
H 4.0290 -1.8145 -0.5663 -1.6 1.3 0.4
H 4.4800 -1.0064 2.2195 -1.0 1.0 -2.5
H 5.5537 -0.5460 0.7866 -2.6 0.7 0.6
H 2.7406 1.0864 1.6964 3.2 0.8 -0.6
H 4.5696 1.3351 2.1843 -0.2 1.6 -0.2
H 3.1794 1.8518 -0.5058 2.2 0.1 1.8
H 4.8268 1.5540 -0.3143 1.7 -0.3 -1.3
H -0.5510 0.5839 0.2526 -1.4 -3.1 -1.2
H -2.8544 -0.9075 -0.9328 0.1 1.4 0.9
H -4.3518 -0.3154 0.9864 1.6 -1.0 -0.2
H -3.0546 -2.9842 0.6893 -0.8 0.8 -0.4
H -2.8546 -2.5943 2.4846 -0.1 1.7 -3.2
H -1.5006 -2.1541 1.1615 -3.6 0.3 0.5
H -1.8496 0.2916 2.8139 -2.7 0.3 -0.9
H -3.6990 0.0871 3.0296 -0.5 -0.1 1.4
H -3.1119 1.4539 2.1898 -0.3 2.0 -0.7
H -3.5052 2.7285 -0.8961 1.4 5.0 -1.1
N 1.7020 0.1526 -1.7289 -0.1 1.4 3.7
N 4.0305 1.8452 0.1543 -2.9 3.4 -2.0
N -1.0791 -0.3410 -0.1131 3.6 0.4 0.1
O -0.9080 -1.6020 -2.1149 0.5 0.7 1.0
O -1.5638 1.9558 -0.6811 -1.8 -1.6 -0.9
O -3.7841 1.9048 -0.7177 -0.1 -7.0 0.6

---

43
Properties=species:S:1:pos:R:3:forces:R:3 method="wB97M-V/def2-TZVPD" lumo_energy_ev="-7.8 / -11.2" relative_energy_kj_mol=0.00 orbital_gap_ha="0.2564 / 0.1285" spin_multiplicity=2 max_force_ev_per_a=1.813 homo_energy_ev="-14.748 / -14.730" charge=+2
I -0.9244 -0.5714 2.8063 0.4 0.2 -0.9
I 1.3628 0.5814 -2.6474 -0.3 -0.2 1.0
Ce -0.0529 0.0072 -0.0320 -1.3 -0.2 -0.6
P 0.0857 -2.8543 -0.6347 0.1 -1.2 -0.3
C 1.6347 -3.7392 -0.1878 -0.1 0.6 0.1
C -1.1982 -3.8832 0.1557 -0.1 0.5 0.2
H -1.1792 -4.8956 -0.2699 0.0 0.3 0.2
H -0.2135 -4.3740 -2.5086 0.1 0.3 0.0
H -2.1680 -3.4062 -0.0298 0.1 -0.3 0.0
H -0.9987 -2.7713 -2.7735 0.1 -0.2 -0.1
H 1.8051 -3.6495 0.8882 0.0 -0.2 0.0
H -1.0296 -3.9003 1.2388 -0.1 -0.1 -0.2
C -0.1053 -3.2863 -2.4007 0.0 0.5 0.0
H 1.5501 -4.7901 -0.4804 0.1 0.2 0.1
H 0.7617 -2.9119 -2.9579 -0.2 -0.2 0.0
H 2.4744 -3.2620 -0.6996 0.0 -0.2 -0.1
P -0.6378 2.8263 0.4160 -0.2 1.2 0.3
C 0.6569 3.8338 1.2456 0.0 -0.6 -0.1
C -0.9937 3.7968 -1.0887 0.1 -0.5 -0.2
H -2.9331 2.5574 1.0596 0.0 0.2 0.1
H -2.3552 4.2304 1.4075 0.1 -0.3 0.1
H -1.9036 2.8375 2.4784 -0.1 0.2 -0.2
C -2.1057 3.1615 1.4505 0.0 -0.5 0.0
H -1.7502 3.2515 -1.6655 0.1 0.3 0.0
H -1.3642 4.7921 -0.8097 0.1 -0.3 -0.1
H 0.3022 4.8632 1.3513 0.1 -0.1 0.0
H 1.5767 3.8006 0.6559 -0.1 0.2 0.0
H -0.0843 3.8634 -1.6971 -0.2 0.1 0.1
H 0.8713 3.3957 2.2237 -0.1 0.2 0.0
Cl -2.3822 -0.1094 -1.0340 1.0 0.1 0.4
N 6.2570 0.2986 2.6725 -1.4 0.3 -1.1
C 5.0107 0.2453 2.1417 1.1 0.1 0.5
C 4.6355 1.0189 1.0149 0.3 0.7 -0.5
C 3.3538 0.9267 0.5175 0.1 0.3 -0.3
N 2.3992 0.1208 1.0298 0.8 0.0 0.4
C 2.7527 -0.6199 2.1021 -0.1 -0.4 0.4
C 4.0075 -0.5909 2.6837 -0.4 -0.7 0.5
H 6.9789 0.9015 2.2827 -0.1 0.0 0.0
H 6.5251 -0.2518 3.4693 0.0 -0.3 0.4
H 5.3436 1.7056 0.5393 -0.3 -0.3 0.2
H 3.0720 1.5155 -0.3548 0.1 -0.2 0.2
H 1.9750 -1.2601 2.5273 0.2 0.2 -0.1
H 4.2054 -1.2348 3.5457 0.0 0.3 -0.3